Record 1
Computed, not measured: 2 unconnected molecules or ions with the total composition C28H51N4OP at a distorted geometry, with ωB97M-V/def2-TZVPD.

ORCA input file:
```
! RIJCOSX wB97M-V def2-TZVPD def2/J DEFGRID3
* xyz 0 1
C 5.752 -3.434 -0.553
C 4.735 -3.243 0.742
C 4.580 -1.621 1.148
C 3.393 -0.907 0.378
C 1.973 -1.618 0.916
P 3.259 1.000 0.278
C 4.735 1.322 1.459
N 4.323 0.974 2.914
C 2.945 2.892 0.372
O 3.915 3.747 -0.306
C 4.315 4.926 0.466
C 5.778 5.405 -0.190
C 4.291 1.119 -1.329
C 5.808 0.473 -1.570
C 6.718 0.593 -2.915
N 6.217 1.305 -4.129
C 4.835 1.863 -3.999
C 3.804 1.868 -2.748
C 1.593 0.683 -0.612
C 1.321 -0.098 -2.021
C -0.226 -0.255 -2.501
N -1.499 0.182 -1.854
C -1.339 0.869 -0.537
C 0.136 1.126 0.092
H 6.168 -4.545 -0.524
H 6.665 -2.690 -0.502
H 5.110 -3.293 -1.547
H 5.255 -3.792 1.646
H 3.715 -3.739 0.463
H 4.347 -1.632 2.319
H 5.676 -1.251 1.039
H 3.468 -1.270 -0.760
H 1.321 -2.018 -0.002
H 1.353 -0.929 1.631
H 2.185 -2.602 1.558
H 2.466 0.922 1.519
H 4.985 2.483 1.609
H 5.759 0.879 1.149
H 3.805 1.783 3.343
H 5.253 0.947 3.424
H 1.891 3.226 -0.035
H 2.923 3.168 1.534
H 4.440 4.727 1.618
H 3.524 5.781 0.223
H 5.633 5.702 -1.337
H 6.458 4.424 -0.227
H 6.296 6.252 0.430
H 6.339 -0.126 -0.684
H 7.814 0.124 -2.962
H 4.422 2.397 -4.986
H 2.721 2.369 -2.808
H 2.264 -0.513 -2.625
H -0.365 -0.806 -3.553
H -2.304 1.241 0.046
H 0.172 1.674 1.152
C -9.556 -1.178 1.797
C -8.533 -0.098 2.096
C -7.486 0.195 1.010
N -6.495 -0.951 0.654
C -5.329 -0.287 -0.126
C -4.360 -1.309 -0.712
C -5.070 -2.328 -1.588
C -6.201 -2.997 -0.828
C -7.178 -1.977 -0.261
C -5.960 -1.586 1.938
H -9.139 -2.178 1.942
H -10.400 -1.097 2.490
H -9.948 -1.091 0.779
H -8.050 -0.306 3.056
H -9.090 0.837 2.251
H -6.870 1.030 1.362
H -7.968 0.508 0.076
H -5.783 0.307 -0.928
H -4.811 0.388 0.565
H -3.605 -0.786 -1.310
H -3.811 -1.823 0.084
H -4.358 -3.084 -1.937
H -5.471 -1.831 -2.480
H -5.796 -3.625 -0.027
H -6.741 -3.671 -1.502
H -7.939 -2.502 0.314
H -7.662 -1.418 -1.071
H -6.776 -2.112 2.438
H -5.561 -0.790 2.572
H -5.172 -2.301 1.696
*
```

highest occupied orbital energy	-6.2732	eV
energy relative to the best compared isomer or geometry (same formula, charge and spin)	378.45	kcal per mole
maximum force	8.0	eV/Å
LUMO	-0.8	eV
E_tot	-47137.64908	eV

---

Record 2
Computed, not measured: a molecular structure, C28H52F2HfNO14S5 at a distorted geometry, with ωB97M-V/def2-TZVPD.

ORCA input file:
```
! RIJCOSX wB97M-V def2-TZVPD def2/J DEFGRID3
* xyz 3 1
Hf -0.348 -0.766 -3.577
N 0.141 -0.281 -0.018
O 1.171 -0.248 0.640
O -0.994 -0.186 0.478
O 0.254 -0.475 -1.266
F 3.251 5.981 -1.272
C 2.398 5.078 -0.810
C 2.813 4.156 0.138
C 1.922 3.253 0.704
C 0.575 3.318 0.350
C 0.153 4.266 -0.562
C 1.059 5.149 -1.149
H 3.824 4.204 0.527
H 2.287 2.538 1.424
H -0.117 2.649 0.849
H -0.891 4.344 -0.844
H 0.719 5.919 -1.831
F 4.051 -4.374 1.241
C 4.418 -3.214 1.833
C 3.481 -2.198 1.906
C 3.860 -1.015 2.564
C 5.056 -0.969 3.217
C 6.002 -1.993 3.140
C 5.680 -3.118 2.415
H 2.510 -2.315 1.450
H 3.188 -0.173 2.658
H 5.191 -0.105 3.859
H 6.941 -1.845 3.654
H 6.289 -4.010 2.337
C 1.421 -3.630 -0.641
S 0.919 -4.117 -2.327
O 0.629 -2.847 -3.150
C 2.577 -4.596 -2.865
H 2.340 -3.047 -0.621
H 1.531 -4.544 -0.057
H 0.671 -2.997 -0.165
H 3.272 -3.783 -2.645
H 2.550 -4.844 -3.921
H 2.969 -5.405 -2.246
C -2.534 -2.882 0.313
S -2.842 -2.765 -1.463
O -1.597 -2.167 -2.142
C -2.926 -4.529 -1.870
H -3.293 -3.508 0.787
H -2.481 -1.885 0.736
H -1.629 -3.479 0.452
H -3.061 -4.651 -2.940
H -3.807 -4.943 -1.374
H -2.088 -5.074 -1.434
C 3.593 0.753 -1.604
S 3.269 -0.818 -2.495
O 1.934 -0.709 -3.216
C 4.522 -0.627 -3.816
H 4.523 0.616 -1.046
H 2.795 0.782 -0.861
H 3.720 1.633 -2.229
H 5.500 -0.466 -3.359
H 4.359 0.253 -4.436
H 4.566 -1.508 -4.453
C -0.033 3.856 -4.119
S 1.233 2.692 -3.653
O 0.527 1.349 -3.441
C 2.071 2.631 -5.259
H 0.317 4.884 -4.220
H -0.795 3.864 -3.341
H -0.512 3.617 -5.072
H 1.402 2.223 -6.020
H 2.970 2.023 -5.237
H 2.319 3.649 -5.560
C -3.997 0.732 -1.087
S -2.570 1.613 -1.770
O -1.810 0.498 -2.546
C -3.481 2.477 -3.088
H -3.501 0.166 -0.293
H -4.506 0.033 -1.747
H -4.710 1.405 -0.608
H -2.838 2.950 -3.830
H -4.043 3.287 -2.615
H -4.173 1.823 -3.616
C -3.272 1.105 2.227
O -4.670 1.297 2.234
C -5.366 0.903 3.288
O -4.990 0.650 4.404
O -6.648 0.917 2.938
C -7.638 0.588 3.890
H -2.771 1.735 2.966
H -2.856 1.456 1.282
H -2.945 0.079 2.393
H -8.632 0.624 3.457
H -7.575 1.239 4.762
H -7.494 -0.437 4.241
C 0.462 0.601 3.692
O -0.280 0.476 4.885
C -1.267 -0.420 4.918
O -1.449 -1.276 4.081
O -1.895 -0.244 6.050
C -3.005 -1.019 6.477
H -0.180 0.580 2.810
H 1.151 -0.237 3.597
H 1.015 1.535 3.675
H -3.002 -0.948 7.562
H -2.850 -2.056 6.174
H -3.995 -0.707 6.151
*
```

highest occupied orbital energy	-14.6937	eV
maximum force	10.4	eV/Å
LUMO	-11.1	eV
E_tot	-120921.12388	eV